1.
The following is a DFT calculation (ωB97M-V with the def2-TZVPD basis set) of a cluster of 2 separate species, C5H14N2S in total.

Structure (XYZ):
```
22
Properties=species:S:1:pos:R:3:forces:R:3
S 2.48290 0.90289 0.12262 -1.08 -0.19 0.12
N -1.40139 -0.17742 0.17110 3.38 1.37 0.43
N -3.26744 0.86251 -0.91278 1.19 -0.07 0.95
C 2.60576 -0.81471 -0.44012 0.53 0.17 -0.30
C -0.24998 -0.03110 0.94920 -2.39 -2.72 0.13
C -2.10176 1.06403 0.01645 -2.52 -0.28 0.04
C 1.23657 -1.44448 -0.42499 0.15 -1.58 0.81
C 0.68577 -1.22523 0.98968 -0.76 -0.03 -0.07
H 1.48776 -0.94431 1.67553 0.02 -0.26 -0.04
H 3.12717 -0.80193 -1.40198 -0.33 -0.13 -0.05
H 0.19876 -2.12209 1.37854 -0.21 0.12 -0.07
H -2.45111 1.35492 1.01831 -0.20 0.35 -0.12
H 1.37898 -2.52789 -0.50340 0.06 0.04 -0.44
H -1.56748 1.92503 -0.39908 0.46 -0.56 0.24
H 0.42127 0.69719 0.35194 2.02 1.37 -0.52
H 0.81097 2.61515 -0.78638 -0.38 0.10 -0.19
H 3.18955 -1.45037 0.23454 0.23 0.46 0.08
H -3.96303 0.33517 -0.39389 -0.09 -0.02 -0.13
H 0.50032 -1.18109 -1.18241 0.16 0.41 -0.05
H -0.38203 0.37008 1.95690 0.02 0.98 -0.22
H -2.84022 0.18246 -1.53939 -0.56 0.05 -0.42
H 0.09865 2.41117 -0.88038 0.31 0.43 -0.16
```
Forces are in eV/Å.

orbital gap	0.2026	hartree
HOMO energy	-8.207	eV
energy relative to the best compared isomer or geometry (same formula, charge and spin)	124.2	kcal per mole

***

2.
The following is a DFT calculation (ωB97M-V with the def2-TZVPD basis set) of a structure of composition C2H5BrOS.

Structure (XYZ):
```
10
Properties=species:S:1:pos:R:3:forces:R:3
Br -2.50671 0.86219 1.31313 -0.22 0.30 -0.05
S 0.17830 -0.38125 1.36605 1.72 -0.64 -0.21
O -0.36557 1.46331 -0.36384 3.37 -1.36 2.17
C 1.33337 -0.73376 -0.03845 0.08 2.34 2.45
C -0.87638 0.50677 0.39013 -1.77 -1.19 -0.82
H 0.78589 -1.25512 -0.70984 -1.86 -1.18 -2.54
H -0.95272 1.89267 -0.88792 -3.13 1.87 -2.45
H -1.48957 -1.17657 -0.96689 0.31 1.13 0.64
H 1.80190 0.17880 -0.36619 -0.25 0.25 -0.41
H 2.09149 -1.35704 0.26383 1.77 -1.51 1.23
```
Forces are in eV/Å.

orbital gap (alpha / beta)	0.3328 / 0.2666	hartree
HOMO energy (alpha / beta)	-9.145 / -7.626	eV
energy relative to the best compared isomer or geometry (same formula, charge and spin)	97.8	kcal per mole

***

3.
The following is a DFT calculation (ωB97M-V with the def2-TZVPD basis set) of an isolated molecule of C21H22FN3O3S.

Structure (XYZ):
```
51
Properties=species:S:1:pos:R:3:forces:R:3
S -1.75299 -3.33798 0.50120 -0.21 -0.25 -0.09
F 2.29164 -0.92278 6.87530 -0.04 0.00 -0.04
O 1.30636 -1.45084 -3.03321 0.24 0.04 -0.06
O -2.55381 -0.53247 -0.78583 -0.05 0.05 -0.07
O -0.19071 4.70940 -3.28074 -0.23 -0.10 0.00
N -0.58792 -0.68282 -1.98526 -0.08 0.48 -0.38
N -0.31038 -1.20303 0.74223 0.40 -0.53 0.38
N -1.15014 -2.17277 2.77201 -0.60 -0.15 0.04
C -1.62595 -1.17107 -1.20290 -0.43 -0.25 -0.24
C -0.19145 3.39091 -2.95560 -0.16 -0.27 0.06
C -0.93329 -2.06072 1.42434 0.04 0.05 -0.68
C 1.45266 -1.23110 5.86394 -0.09 -0.04 -0.09
C 0.23439 0.02153 1.24736 -0.09 0.21 0.24
C 0.09178 -1.28144 6.10931 0.31 -0.01 0.07
C -0.76321 -1.59184 5.07077 0.10 -0.02 -0.29
C 0.90970 2.65873 -2.52089 0.04 0.35 -0.05
C 0.33837 -1.63904 -2.34681 -0.11 -0.50 -0.01
C -0.26163 -1.84716 3.79481 0.45 0.10 0.43
C 1.86225 5.12961 -4.55419 -0.13 0.05 0.25
C 1.02448 5.43045 -3.30945 0.35 0.07 -0.26
C 0.77282 1.32107 -2.19621 -0.25 -0.18 0.02
C -1.47506 -2.69082 -1.17092 -0.06 -0.18 0.68
C 1.97614 -1.50260 4.61314 -0.03 0.08 0.31
C -1.56302 1.41493 -2.74612 0.13 -0.02 -0.01
C 1.11574 -1.82092 3.58038 -0.27 -0.04 0.01
C -0.09207 -2.95903 -1.73499 0.15 -0.02 -0.07
C -1.42891 2.74958 -3.05776 0.18 0.18 -0.03
C 3.14082 5.95636 -4.57018 -0.19 -0.15 -0.01
C -0.45736 0.69250 -2.31118 0.12 0.26 -0.05
H -2.52373 0.93358 -2.82959 -0.07 -0.03 0.00
H 1.50987 -2.06567 2.60707 0.04 0.00 -0.12
H 1.88219 3.11364 -2.42218 0.08 0.08 -0.03
H -0.05267 0.80634 0.54570 0.07 0.10 0.08
H 1.63233 0.76282 -1.86177 0.07 -0.05 0.01
H -0.06394 -3.75505 -2.47825 0.02 0.09 -0.02
H -2.27622 3.32671 -3.39163 -0.11 0.07 -0.04
H 3.72029 5.73773 -5.46317 0.10 0.04 -0.04
H 3.75410 5.73231 -3.69989 0.12 0.02 0.07
H 0.61854 -3.20914 -0.94503 -0.03 0.04 -0.06
H -0.28329 -1.07801 7.09946 -0.02 0.02 0.11
H 1.26107 5.35349 -5.43730 -0.04 -0.06 0.00
H 0.71764 6.48048 -3.31743 0.10 -0.10 0.06
H 3.04317 -1.47649 4.46040 0.11 0.01 0.01
H -0.12197 0.28281 2.24727 0.05 0.09 -0.04
H 2.90964 7.01909 -4.56107 0.05 0.14 0.00
H 1.32450 -0.04170 1.26143 0.04 0.11 0.05
H 2.10648 4.06595 -4.58232 -0.05 0.00 -0.05
H 1.60686 5.25201 -2.39684 -0.06 0.03 -0.03
H -2.27040 -3.13436 -1.77525 0.05 0.11 0.01
H -1.98918 -2.66564 3.04426 0.11 0.06 -0.06
H -1.82822 -1.63515 5.24245 -0.12 0.04 0.02
```
Forces are in eV/Å.

orbital gap	0.3207	hartree
HOMO energy	-8.229	eV
energy relative to the best compared isomer or geometry (same formula, charge and spin)	28.7	kcal per mole
structure (SMILES)	CCCOc1ccc(N2C(=O)C[C@@H](S/C(=N/C)Nc3ccc(F)cc3)C2=O)cc1

***

4.
The following is a DFT calculation (ωB97M-V with the def2-TZVPD basis set) of an isolated molecule of C5H8O2.

Structure (XYZ):
```
15
Properties=species:S:1:pos:R:3:forces:R:3
O -0.99939 1.76785 -0.26906 0.06 -0.03 -0.71
O 1.52247 -0.01489 -2.26892 -1.08 0.21 1.32
C 1.03169 -0.04064 -1.17677 -0.07 0.08 0.38
C -0.37688 0.50721 -0.22919 0.37 -0.32 -0.22
C -1.42574 -0.61367 -0.18424 0.16 -0.09 -0.19
C 0.63766 0.45358 0.88811 -0.16 0.07 0.43
C 1.55227 -0.55727 0.22329 -0.05 -0.03 -0.12
H -1.78072 -0.82767 -1.19347 -0.06 -0.06 0.05
H -2.30782 -0.36427 0.43382 0.44 0.21 -0.12
H 1.14151 1.42689 0.91721 -0.15 -0.15 0.17
H -1.95618 1.67781 -0.13974 0.42 -0.10 -0.27
H -1.01429 -1.53215 0.24335 0.01 0.07 -0.18
H 0.17739 0.22986 1.84663 0.23 -0.10 0.24
H 1.20353 -1.59127 0.34129 0.01 0.17 -0.03
H 2.59449 -0.52138 0.56771 -0.13 0.07 -0.77
```
Forces are in eV/Å.

orbital gap	0.3610	hartree
HOMO energy	-9.005	eV
energy relative to the best compared isomer or geometry (same formula, charge and spin)	42.9	kcal per mole
structure (SMILES)	C[C@@]1(O)CCC1=O

***

5.
The following is a DFT calculation (ωB97M-V with the def2-TZVPD basis set) of an isolated molecule of C3H5N3.

Structure (XYZ):
```
11
Properties=species:S:1:pos:R:3:forces:R:3
N 0.84477 -1.64946 0.79338 -0.11 0.24 -0.12
N -0.29588 1.48648 -0.71279 -0.04 0.19 -0.10
N -0.51694 -1.62990 0.77897 -0.22 -0.21 0.10
C 1.18260 -0.49674 0.24186 0.02 0.03 -0.01
C -0.00487 0.18762 -0.09107 -0.19 -0.10 0.05
C -1.13633 -0.54158 0.25485 0.52 -0.18 0.09
H 0.01210 1.59656 -1.68274 0.01 -0.10 0.17
H -1.32978 1.41741 -0.69035 0.12 0.20 -0.09
H 2.23154 -0.24628 0.12516 -0.22 0.03 -0.01
H -0.98391 -2.43475 1.16369 0.09 0.09 -0.04
H -0.00332 2.31065 -0.18097 0.01 -0.19 -0.03
```
Forces are in eV/Å.

orbital gap	0.2939	hartree
HOMO energy	-7.942	eV
energy relative to the best compared isomer or geometry (same formula, charge and spin)	77.2	kcal per mole

***

6.
The following is a DFT calculation (ωB97M-V with the def2-TZVPD basis set) of a structure of composition C7H12.

Structure (XYZ):
```
19
Properties=species:S:1:pos:R:3:forces:R:3
C -0.16769 -0.95312 0.13457 2.00 0.63 -3.57
C -1.88862 0.55035 0.11412 1.32 -0.63 3.44
C 1.00422 1.34642 0.09833 -1.80 0.62 -0.97
C 1.31719 -1.27310 0.00568 0.43 -2.87 3.70
C 2.03357 0.08485 0.00170 -3.64 2.74 -4.30
C -0.42391 1.32584 -0.00693 0.68 3.42 0.94
C -1.60000 -1.06393 -0.10883 -1.01 0.70 -1.30
H -0.19595 -0.00519 -0.49081 1.39 -3.12 -0.59
H 2.19420 0.40703 -1.11884 1.01 -1.10 1.79
H 2.85630 0.22490 0.63014 1.29 0.01 0.63
H -2.11610 -1.72221 0.53065 -1.03 -0.65 0.87
H 1.69442 -2.06545 -0.78149 -0.56 1.56 1.90
H -1.84031 -1.31497 -1.18220 0.00 0.19 1.05
H -0.79583 2.33310 -0.18338 0.27 0.59 -0.16
H 1.43345 -1.54280 1.27698 0.81 -0.65 -3.77
H -2.38862 0.73624 -0.76574 -1.40 1.48 -1.75
H 1.49563 2.37670 -0.26187 -1.11 -2.31 1.33
H -0.12937 -0.46682 1.01482 -0.10 1.04 3.34
H -2.48260 1.02216 1.09312 1.47 -1.64 -2.58
```
Forces are in eV/Å.

orbital gap	0.3241	hartree
HOMO energy	-7.829	eV
energy relative to the best compared isomer or geometry (same formula, charge and spin)	188.8	kcal per mole

***

7.
The following is a DFT calculation (ωB97M-V with the def2-TZVPD basis set) of a cluster of 2 separate species, C11H25N2O17P3 in total.

Structure (XYZ):
```
58
Properties=species:S:1:pos:R:3:forces:R:3
P 1.10340 -0.25289 -0.86829 -0.31 3.03 -1.70
P -6.10193 3.60989 -0.42427 2.18 5.64 -1.65
P -6.50322 1.36622 -1.30787 0.81 -3.47 -6.18
O -7.34974 0.06492 -1.07524 -0.07 -0.82 2.09
O -7.08456 2.41535 -0.31974 0.51 -0.82 2.43
O 1.52869 0.14813 0.59602 -0.13 -1.65 0.48
O 2.11477 -1.26529 -1.50393 -0.13 -1.46 0.49
O 1.17761 0.99493 -1.63823 -0.53 0.20 -0.58
O -0.32807 -0.96556 -0.96658 1.37 -0.10 1.81
O -6.84696 1.68916 -2.69839 0.38 0.70 0.05
O -6.88863 4.79369 0.22846 -0.83 -0.26 1.64
O -5.73392 4.11135 -1.74665 -0.22 -0.90 -0.91
O -1.57999 -2.64787 0.70557 -0.25 0.74 -0.09
O 4.21821 0.66442 -0.82880 -0.16 0.18 0.39
O 4.88693 1.12519 2.26129 0.20 -0.36 -0.27
O -4.93715 1.01292 -1.10598 -2.04 0.21 1.19
O -4.75872 3.36498 0.33323 -0.61 -0.57 1.76
O -4.00254 -2.70268 -0.15126 0.01 0.61 0.04
O -2.21428 0.26684 -1.08117 -0.11 0.10 0.79
O 4.42863 -3.44230 0.55688 0.17 0.29 -0.09
N 6.99871 0.82929 1.56144 0.97 -0.19 -0.40
N 4.04483 -1.36460 1.31962 0.71 1.95 0.47
C -2.12495 -1.31796 0.67504 -0.04 -1.91 0.20
C -3.49562 -1.35746 -0.01274 -0.82 0.00 -0.44
C 2.38875 -3.08764 1.72618 0.15 0.18 0.01
C 7.55205 1.98889 2.25991 -0.53 -0.07 -0.02
C 3.71133 -2.64179 1.14542 0.11 -1.73 -0.40
C -1.29859 -0.31361 -0.15543 -1.50 0.08 -0.94
C 5.13956 -0.40036 -0.66963 0.11 -0.11 -0.23
C 5.28755 -0.76086 0.81388 -0.40 -0.28 -0.35
C -4.46645 -0.03174 -1.97657 1.15 -0.35 -0.67
C 5.70558 0.48307 1.61040 -1.41 0.29 0.82
C -3.22840 -0.69921 -1.36577 -0.26 0.53 0.40
H -4.92518 -2.69797 -0.46736 0.65 0.18 0.30
H -7.52372 4.96623 -0.47529 -0.42 0.83 0.02
H 1.69704 -1.37250 -2.36566 0.48 -0.53 -0.69
H -4.19830 0.39851 -2.94830 -0.18 0.12 0.26
H 7.62439 0.26030 1.01430 -0.04 0.04 0.08
H -2.27845 -3.24615 0.36761 0.46 0.36 0.26
H -2.23111 -0.94152 1.69747 0.17 -0.10 -0.08
H 6.08602 -1.49820 0.90097 -0.07 -0.19 -0.12
H -4.19535 -0.74796 0.57023 0.00 -0.09 -0.18
H 7.37473 1.88932 3.33303 0.03 0.07 -0.09
H 2.33003 -2.79065 2.77108 -0.20 0.05 0.08
H -5.22562 -0.80119 -2.15546 -0.01 0.16 0.15
H 2.31378 -4.17069 1.64770 0.06 0.13 -0.03
H 4.79538 -1.27466 -1.22444 0.07 -0.16 0.16
H 1.57415 -2.62921 1.16896 -0.16 0.01 0.09
H -0.87758 0.45564 0.50570 0.03 -0.02 -0.61
H -4.25348 4.11776 0.00131 0.74 -0.05 -0.01
H -2.83515 -1.44329 -2.06794 -0.20 -0.06 -0.06
H 8.62451 2.06960 2.07797 -0.18 -0.16 -0.08
H 3.41310 -0.76428 1.83088 0.21 0.05 -0.01
H 3.99661 0.75684 -1.76346 -0.14 0.00 0.19
H 2.35262 0.61901 0.37152 0.42 0.49 0.47
H -8.14556 0.36650 -1.53161 -0.52 -0.73 -0.29
H 7.05545 2.89718 1.91089 0.09 -0.04 0.09
H 6.10883 -0.09606 -1.06692 0.23 -0.03 -0.02
```
Forces are in eV/Å.

orbital gap	0.3507	hartree
HOMO energy	-9.463	eV

***

8.
The following is a DFT calculation (ωB97M-V with the def2-TZVPD basis set) of a structure of composition C4H4N2O2.

Structure (XYZ):
```
12
Properties=species:S:1:pos:R:3:forces:R:3
O 2.19887 -0.87282 -0.08283 6.11 -0.15 -0.61
O -2.33560 -0.80088 -0.01653 -5.46 2.05 2.37
N 1.12273 0.99629 0.17235 4.82 1.57 0.02
N 0.14136 1.70373 -0.05749 -3.82 0.43 0.78
C -0.97112 0.95308 -0.05745 -2.21 7.47 -2.38
C -1.12558 -0.34366 -0.07856 2.75 -2.75 1.76
C 1.06696 -0.28286 0.11949 2.69 -1.83 -0.63
C 0.07793 -1.13595 0.04275 -7.48 1.59 -0.32
H 2.94293 -0.20567 -0.33293 -2.05 -1.39 0.98
H -0.14630 -2.15318 0.03214 1.10 -1.73 -0.04
H -1.85110 1.61109 -0.36360 0.68 -1.05 0.79
H -2.98939 0.09352 0.49784 2.88 -4.22 -2.72
```
Forces are in eV/Å.

orbital gap	0.3444	hartree
HOMO energy	-9.357	eV
energy relative to the best compared isomer or geometry (same formula, charge and spin)	109.9	kcal per mole